Density functional theory data (the ωB97M-V functional and the def2-TZVPD basis) for 11 unconnected molecules or ions with the total composition C7H37NO10 in a non-equilibrium geometry.

## Properties
Strongest force on any atom   6.6 eV/A
HOMO   -8.3 eV
SMILES   CCCN(CC)CC.O.O.O.O.O.O.O.O.O.O

Geometry as XYZ:
```
55
Properties=species:S:1:pos:R:3:forces:R:3:nbo_charge:R:1
C 1.94307 0.65893 -1.80849 4.503 4.417 1.805 -0.634
C 0.52596 0.71645 -1.57973 -2.279 -0.457 1.356 -0.409
C 0.34224 -0.24896 -0.34229 -4.658 0.567 0.073 -0.197
N -1.09567 -0.12983 0.19202 -1.089 1.749 -0.092 -0.503
C -1.75322 1.26984 0.10311 2.346 -0.687 -0.048 -0.217
C -2.58348 1.75439 1.24200 1.992 1.069 1.826 -0.662
C -1.41457 -0.80666 1.42393 -0.278 -0.076 1.906 -0.213
C -0.67331 -2.15615 1.63280 -5.692 -0.653 -2.231 -0.631
H 2.33831 -0.18866 -2.31489 0.457 -0.689 0.069 0.225
H 2.31030 1.59461 -2.27727 -0.350 -0.663 -1.054 0.217
H 2.54932 1.05375 -0.78302 -1.430 -2.175 -2.232 0.211
H 0.15965 1.81256 -1.39690 0.696 -2.270 -0.351 0.203
H -0.04831 0.27103 -2.44686 0.553 0.776 1.278 0.176
H 0.22560 -1.30458 -0.64570 1.412 0.846 -0.055 0.269
H 1.01575 -0.05638 0.50328 0.019 -0.788 -0.947 0.120
H -2.27748 1.43114 -0.79144 -0.802 -0.539 -1.679 0.177
H -0.89931 1.93123 0.00589 -0.125 0.392 0.371 0.170
H -3.52759 1.17237 1.29055 0.720 0.371 0.847 0.219
H -1.70058 1.69359 2.08955 -3.531 0.004 -1.201 0.228
H -2.81865 2.87548 1.12124 0.303 -1.744 -0.039 0.230
H -1.31041 -0.12009 2.38960 0.112 -1.160 -1.436 0.135
H -2.51486 -1.08758 1.48803 1.112 0.726 -0.451 0.201
H -1.49770 -2.78360 2.18673 1.833 0.541 -1.298 0.209
H 0.11412 -2.16372 2.21829 4.015 0.414 2.896 0.201
H -0.38475 -2.56569 0.64714 -0.811 -0.173 0.980 0.241
O -1.95926 0.76592 -3.59624 -2.077 -4.447 -0.322 -0.954
H -2.85184 1.05538 -3.55532 -0.648 0.994 0.030 0.502
H -1.29462 1.35365 -3.59390 2.728 4.037 -0.068 0.475
O 3.26088 -2.05306 1.83429 -0.184 0.656 0.179 -0.941
H 2.90003 -1.50334 2.53757 -0.207 -0.526 0.985 0.480
H 3.12783 -1.37144 1.17470 0.316 -0.274 -1.233 0.461
O -2.13327 -1.44434 -2.16888 -0.287 -0.799 0.018 -0.977
H -2.23773 -1.47905 -1.21125 0.227 0.020 0.065 0.483
H -1.70169 -0.60053 -2.31535 -0.321 0.161 -0.105 0.477
O 1.43866 -0.19055 3.23430 -4.147 -0.306 -3.535 -0.992
H 1.39774 0.00901 4.12536 0.120 0.640 3.137 0.478
H 0.37234 -0.06896 2.97834 3.957 -0.751 0.830 0.500
O 1.84118 1.78593 1.44679 -0.231 0.981 -0.391 -0.969
H 2.59863 1.87814 2.03579 -0.094 -0.558 -0.131 0.491
H 1.68018 0.86048 1.20269 0.823 0.676 0.709 0.476
O -0.38648 4.43523 0.01832 -1.320 2.281 2.610 -0.925
H 0.03282 4.38170 0.89973 -0.286 0.079 -0.687 0.472
H 0.05674 3.81525 -0.47451 1.716 -2.279 -1.885 0.459
O 0.09433 -3.60852 -0.93509 -3.675 -2.486 -1.127 -0.953
H -0.05716 -3.65116 -1.89522 0.312 0.254 0.659 0.484
H 0.87601 -3.17895 -0.72716 1.258 1.399 -0.162 0.446
O 0.21073 -1.65838 -4.07681 3.361 2.169 -0.515 -0.962
H 0.11335 -0.72243 -3.78041 -0.671 -1.790 -0.435 0.475
H -0.51039 -2.20755 -3.93264 -2.578 -0.638 0.785 0.489
O 2.28271 -2.43505 -0.82517 1.160 1.666 -0.712 -0.934
H 2.18314 -3.21987 -0.30273 1.046 -0.943 0.193 0.489
H 2.05515 -2.55118 -1.76641 0.404 -0.398 0.629 0.496
O -0.17668 2.18569 3.44759 -2.886 0.761 3.376 -0.976
H 0.49392 1.87415 2.91615 2.331 -0.032 -2.720 0.496
H -0.73165 2.92035 3.15792 0.824 -0.346 -0.470 0.491
```
Forces are in eV/Å.

=====

Density functional theory data (the ωB97M-V functional and the def2-TZVPD basis) for C5H4 in the gas phase in a non-equilibrium geometry.

## Properties
Strongest force on any atom   4.5 eV/A
HOMO (alpha / beta)   -9.6 / -7.8 eV
SMILES   C=C1C2=C1C2

Geometry as XYZ:
```
9
Properties=species:S:1:pos:R:3:forces:R:3:mulliken_charge:R:1
C -2.21861 0.11308 0.05410 3.851 -2.363 -0.119 -0.611
C -0.41420 0.15898 -0.06009 -3.647 0.609 -0.118 0.449
C 0.59063 -0.59168 0.50163 -0.236 -0.083 0.098 -0.429
C 0.68717 1.02827 -0.11940 -1.208 -0.937 -0.347 -0.349
C 1.82174 0.00455 -0.08177 0.686 2.223 1.524 -0.079
H -2.85092 -0.27146 -0.81824 1.316 1.145 0.903 0.263
H -2.34304 -0.55694 0.94678 -0.214 1.128 -0.600 0.276
H 2.61142 0.45034 0.63647 -0.860 -1.550 -1.333 0.208
H 2.11582 -0.33513 -1.05947 0.311 -0.173 -0.009 0.271
```
Forces are in eV/Å.

=====

Density functional theory data (the ωB97M-V functional and the def2-TZVPD basis) for 2 unconnected molecules or ions with the total composition C7H5NO2S in a non-equilibrium geometry.

## Properties
Strongest force on any atom   3.1 eV/A
HOMO (alpha / beta)   -9.7 / -9.0 eV

Geometry as XYZ:
```
16
Properties=species:S:1:pos:R:3:forces:R:3:nbo_charge:R:1
C -2.31013 -1.19580 0.46065 0.049 2.086 -1.331 0.019
C 1.32899 1.07330 -0.38052 1.744 1.308 -0.610 -0.269
C 1.11982 -0.04277 -1.09796 0.540 -1.844 -1.431 -0.156
C 1.26088 1.14788 0.97473 -1.828 -0.553 1.515 -0.183
C 0.73792 -1.28857 -0.55138 -0.492 0.164 -2.912 -0.343
C 0.82495 -0.04655 1.56411 1.766 -1.357 2.113 -0.360
C 0.63445 -1.15992 0.75580 -0.426 0.051 2.680 0.175
N -2.47058 -2.29283 0.75580 -0.078 -0.353 0.247 -0.300
O -1.56934 0.63263 -1.67504 -0.785 -0.401 2.515 -0.763
O -3.62493 1.07787 -0.38647 0.298 -0.136 0.788 -0.779
S -2.24428 0.65964 -0.35627 0.130 -1.224 -2.254 1.805
H 1.92902 1.78318 -0.90217 -0.340 1.188 -0.360 0.218
H 1.45388 0.04424 -2.11558 -0.389 -0.345 -0.579 0.216
H 1.35078 2.09232 1.52120 0.505 -0.549 -0.060 0.228
H 0.47904 -2.16318 -1.21828 0.517 0.977 1.119 0.251
H 1.09955 -0.32146 2.65137 -1.211 0.988 -1.440 0.241
```
Forces are in eV/Å.

=====

Density functional theory data (the ωB97M-V functional and the def2-TZVPD basis) for 2 unconnected molecules or ions with the total composition C4H9N.

## Properties
Strongest force on any atom   0.3 eV/A
HOMO   -7.0 eV

Geometry as XYZ:
```
14
Properties=species:S:1:pos:R:3:forces:R:3:nbo_charge:R:1
C -1.82950 0.53909 -0.26603 -0.005 0.072 0.043 -0.649
C -0.60857 -0.12234 0.26480 0.115 0.020 -0.226 0.025
C -0.03557 -1.46842 0.46026 0.090 -0.320 0.109 -0.226
N 0.59420 -0.34283 -0.21944 -0.150 0.098 0.062 -0.198
C 1.69996 -0.03513 -0.83511 -0.025 0.013 -0.054 -0.328
H -2.59795 0.59174 0.51159 0.116 -0.012 -0.145 0.228
H -1.60078 1.56554 -0.57183 -0.024 -0.163 0.047 0.228
H -2.26069 0.01176 -1.13197 0.108 0.030 0.096 0.206
H 0.75105 1.48453 1.43047 0.106 0.081 0.049 -0.007
H -0.26383 -2.31546 -0.20035 0.025 0.132 0.052 0.168
H 0.38723 -1.75209 1.42837 -0.109 0.060 -0.146 0.183
H 1.77006 0.91556 -1.34898 -0.046 -0.148 0.057 0.197
H 1.46319 1.65379 1.26151 -0.034 0.062 0.072 -0.024
H 2.53122 -0.72572 -0.78330 -0.167 0.077 -0.016 0.197
```
Forces are in eV/Å.

=====

Density functional theory data (the ωB97M-V functional and the def2-TZVPD basis) for C5H3N in the gas phase in a non-equilibrium geometry.

## Properties
Strongest force on any atom   3.8 eV/A
HOMO (alpha / beta)   -8.4 / -8.5 eV

Geometry as XYZ:
```
9
Properties=species:S:1:pos:R:3:forces:R:3:nbo_charge:R:1
C 1.09216 -0.92257 -0.02527 -2.611 1.832 1.151 -0.135
C 1.39438 0.49511 0.15405 -3.482 -1.392 -0.713 -0.461
C -0.27830 -0.98658 0.12162 2.099 -0.791 -0.403 -0.054
C 0.19600 1.13413 0.01881 0.828 0.217 0.605 0.095
C -1.25836 -0.07053 0.19107 -0.898 -0.537 -1.528 0.262
N -2.46782 0.10080 -0.06806 1.349 -0.896 0.754 -0.537
H 1.82183 -1.61754 -0.34686 0.114 -1.184 -0.034 0.225
H 2.33713 0.86093 0.19817 2.518 1.657 -0.008 0.222
H -2.83699 1.00626 -0.24353 0.083 1.095 0.176 0.383
```
Forces are in eV/Å.

=====

Density functional theory data (the ωB97M-V functional and the def2-TZVPD basis) for C5H7NO in the gas phase in a non-equilibrium geometry.

## Properties
Strongest force on any atom   3.2 eV/A
HOMO   -10.3 eV
SMILES   CC[C@H](C#N)C=O

Geometry as XYZ:
```
14
Properties=species:S:1:pos:R:3:forces:R:3:nbo_charge:R:1
C 1.57249 -1.06720 0.27809 -0.110 0.074 0.099 -0.612
C 0.80626 0.12661 -0.31271 -0.135 0.303 0.140 -0.389
C -0.67421 0.29746 0.15619 -0.358 0.710 0.841 -0.381
C -1.36785 -0.98690 0.26646 -0.552 -0.632 0.509 0.276
N -1.84833 -2.03474 0.37678 0.555 1.187 -0.215 -0.287
C -1.45657 1.38665 -0.46467 -0.562 0.115 -1.463 0.398
O -2.64292 1.36085 -0.66245 0.248 0.357 -0.215 -0.515
H 1.56084 -1.04818 1.37096 0.017 -0.008 -0.084 0.213
H 2.61915 -1.05005 -0.05163 -0.268 0.116 0.058 0.222
H 1.15150 -2.02596 -0.04770 -0.036 0.270 0.083 0.225
H 1.32482 1.06466 -0.10201 0.062 -0.068 0.062 0.218
H 0.82266 0.02041 -1.41197 -0.331 0.082 0.373 0.219
H -0.99236 1.10251 1.03390 1.845 -2.665 0.195 0.294
H -0.80535 2.28615 -0.54193 -0.376 0.158 -0.384 0.118
```
Forces are in eV/Å.